# 1
Here is a structure of composition C48H31BiF9IN2O2P at a distorted geometry from the OMol25 dataset. Energies are from the ωB97M-V functional and the def2-TZVPD basis.

The geometry in ORCA input format:
```
! wB97M-V def2-TZVPD RIJCOSX def2/J DEFGRID3
* xyz 1 1
Bi 11.097 13.851 13.173
C 13.170 18.418 14.345
O 12.522 17.121 14.633
C 11.624 17.062 15.563
C 11.094 18.172 16.230
C 10.163 18.031 17.223
C 9.701 16.781 17.591
C 10.167 15.646 16.961
C 11.123 15.786 15.949
N 11.725 14.605 15.329
N 12.130 13.771 16.216
C 12.789 12.616 15.890
C 13.210 12.257 14.576
O 13.060 12.950 13.503
C 14.089 11.145 14.338
C 14.409 10.287 15.339
C 14.065 10.622 16.684
C 14.566 9.855 17.783
C 14.280 10.173 19.075
C 13.510 11.344 19.358
C 13.054 12.107 18.333
C 13.251 11.740 16.951
H 12.498 19.148 13.994
H 13.742 18.765 15.184
H 13.916 18.086 13.559
H 11.395 19.200 16.038
H 9.861 18.881 17.837
H 8.966 16.759 18.362
H 9.802 14.619 17.208
H 14.379 10.979 13.335
H 14.975 9.415 15.171
H 15.202 9.012 17.633
H 14.735 9.729 19.945
H 13.377 11.703 20.371
H 12.498 13.000 18.549
I 11.316 11.367 11.156
C 12.253 12.740 9.840
C 12.639 12.140 8.656
C 13.472 12.905 7.798
C 13.751 14.221 8.081
C 13.257 14.844 9.294
C 13.438 16.205 9.486
C 13.071 16.834 10.598
C 12.395 16.084 11.556
C 12.117 14.742 11.430
C 12.522 14.069 10.233
H 12.378 11.137 8.317
H 13.859 12.513 6.868
H 14.374 14.835 7.476
H 13.902 16.719 8.679
H 13.245 17.877 10.730
H 12.006 16.716 12.358
F 10.113 21.864 9.182
C 10.594 21.489 10.384
F 10.272 22.430 11.292
F 11.903 21.476 10.257
C 10.062 20.183 10.831
C 10.510 19.719 12.097
C 10.054 18.512 12.552
C 9.334 17.653 11.685
C 8.938 18.135 10.462
C 9.256 19.452 10.025
P 9.207 16.004 12.346
C 8.677 14.933 11.017
C 9.310 14.940 9.785
C 8.984 14.065 8.782
C 7.999 13.104 9.032
C 7.258 13.053 10.185
C 7.581 14.024 11.162
C 7.598 12.270 7.813
F 8.622 11.500 7.422
F 6.533 11.449 8.077
F 7.233 13.125 6.857
C 7.710 16.038 13.411
C 7.662 15.240 14.565
C 6.533 15.179 15.358
C 5.381 15.865 14.926
C 5.387 16.584 13.740
C 6.561 16.707 12.981
C 4.103 15.810 15.700
F 3.661 14.566 15.821
F 3.140 16.546 15.099
F 4.215 16.292 16.942
H 11.265 20.321 12.664
H 10.290 18.125 13.559
H 8.355 17.523 9.834
H 8.946 19.858 9.064
H 10.133 15.583 9.644
H 9.557 14.018 7.878
H 6.418 12.352 10.274
H 6.967 14.154 12.067
H 8.624 14.710 14.754
H 6.514 14.531 16.256
H 4.513 17.154 13.514
H 6.586 17.383 12.120
*
```

## Properties
**Energy relative to the best compared isomer or geometry (same formula, charge and spin)**: 0.0 kJ/mol
**Frontier orbital gap**: 6.713 eV
**HOMO energy**: -10.336 eV
**E_tot**: -105034.5091 eV
**LUMO level**: -3.623 eV

# 2
Here is a structure of composition C48H32Cl3I4N6SSiW at a distorted geometry from the OMol25 dataset. Energies are from the ωB97M-V functional and the def2-TZVPD basis.

The geometry in ORCA input format:
```
! wB97M-V def2-TZVPD RIJCOSX def2/J DEFGRID3
* xyz -1 1
W 0.365 0.422 0.040
I 5.770 -2.916 -7.478
C 4.410 -2.185 -6.027
C 4.785 -1.147 -5.199
C 3.906 -0.700 -4.231
C 2.658 -1.301 -4.059
C 2.291 -2.321 -4.935
C 3.159 -2.761 -5.916
C 1.775 -0.870 -2.965
C 1.296 -1.830 -2.061
C 1.540 -3.223 -2.122
C 0.758 -3.806 -1.166
C 0.059 -2.763 -0.506
C -0.908 -2.947 0.492
C -1.349 -4.330 0.763
C -1.933 -5.073 -0.264
C -2.381 -6.362 -0.053
C -2.237 -6.927 1.202
I -2.929 -8.902 1.544
C -1.660 -6.218 2.239
C -1.235 -4.920 2.020
C -1.673 -1.918 1.073
N -1.448 -0.564 0.944
C -2.458 0.043 1.656
C -2.598 1.436 1.902
C -3.500 1.892 2.960
C -4.424 2.913 2.719
C -5.266 3.365 3.718
C -5.184 2.796 4.974
I -6.492 3.471 6.509
C -4.276 1.788 5.246
C -3.440 1.341 4.243
C -1.813 2.353 1.222
C -1.611 3.752 1.571
C -0.564 4.213 0.879
C -0.035 3.104 0.029
N -0.949 1.984 0.257
C 0.168 3.437 -1.427
C 0.579 2.432 -2.272
C 0.945 2.551 -3.654
C 1.482 1.360 -4.029
C 1.390 0.470 -2.922
N 0.786 1.114 -1.863
C 0.019 4.803 -1.909
C -1.123 5.565 -1.639
C -1.293 6.821 -2.187
C -0.317 7.343 -3.016
I -0.624 9.216 -3.962
C 0.854 6.648 -3.254
C 1.018 5.397 -2.694
C -3.338 -0.928 2.185
C -2.843 -2.154 1.832
N 0.427 -1.546 -1.028
H 5.763 -0.701 -5.295
H 4.203 0.104 -3.578
H 1.310 -2.765 -4.848
H 2.867 -3.558 -6.581
H 2.215 -3.714 -2.793
H 0.692 -4.852 -0.937
H -2.048 -4.617 -1.236
H -2.842 -6.917 -0.857
H -1.537 -6.671 3.212
H -0.806 -4.361 2.839
H -4.498 3.335 1.726
H -5.985 4.148 3.521
H -4.214 1.360 6.234
H -2.715 0.567 4.453
H -2.197 4.281 2.299
H -0.110 5.186 0.925
H 0.792 3.423 -4.262
H 1.886 1.085 -4.985
H -1.905 5.154 -1.022
H -2.187 7.387 -1.979
H 1.636 7.076 -3.865
H 1.944 4.866 -2.853
H -4.237 -0.726 2.735
H -3.269 -3.118 2.035
C 1.245 2.424 0.578
H 2.145 2.838 0.102
H 1.303 2.641 1.657
S 0.487 0.247 3.020
C 1.371 -1.145 3.283
N 1.301 -2.287 2.592
C 2.204 -3.290 3.121
C 3.060 -2.474 4.104
N 2.262 -1.275 4.291
H 0.625 -2.476 1.852
H 2.804 -3.724 2.320
H 1.645 -4.082 3.631
H 4.028 -2.218 3.661
H 3.215 -2.979 5.059
H 2.697 -0.440 4.648
Cl 4.060 0.717 -1.034
Si 2.786 -0.215 0.365
Cl 3.669 -2.160 0.357
Cl 3.805 0.513 2.124
*
```

## Properties
**Energy relative to the best compared isomer or geometry (same formula, charge and spin)**: 132.3 kJ/mol
**Frontier orbital gap (alpha / beta)**: 4.850 / 4.815 eV
**HOMO energy (alpha / beta)**: -3.664 / -3.603 eV
**E_tot**: -149752.5617 eV
**LUMO level (alpha / beta)**: 1.186 / 1.212 eV

> Which of these has the lowest E_tot?

C48H32Cl3I4N6SSiW